# 1
Computed, not measured: C33H52N5O5PS2V as an isolated structure in a non-equilibrium geometry, with ωB97M-V/def2-TZVPD.

Atoms and positions in Å:
V  -0.094  0.262  0.331
N  0.268  0.913  2.718
C  0.752  2.284  2.875
C  1.501  2.665  1.604
N  0.639  2.309  0.477
H  -0.435  0.680  3.406
H  1.029  0.252  2.832
H  1.400  2.418  3.747
H  -0.112  2.943  2.994
H  2.428  2.095  1.524
H  1.749  3.731  1.620
H  1.052  2.593  -0.404
H  -0.247  2.793  0.578
C  -4.940  3.512  1.194
C  -3.973  2.336  1.053
C  -3.342  2.047  2.423
P  -2.635  2.461  -0.271
C  -3.539  1.979  -1.841
C  -4.918  2.599  -2.047
C  -3.605  0.457  -1.956
C  -2.517  4.322  -0.524
C  -1.810  4.983  0.669
C  -1.770  4.650  -1.817
H  -5.722  3.245  1.909
H  -5.422  3.781  0.257
H  -4.429  4.393  1.586
H  -4.534  1.443  0.753
H  -2.889  2.947  2.846
H  -2.582  1.276  2.337
H  -4.106  1.706  3.128
H  -2.876  2.329  -2.637
H  -5.618  2.255  -1.284
H  -5.315  2.293  -3.018
H  -4.881  3.689  -2.030
H  -4.232  0.020  -1.174
H  -2.607  0.019  -1.888
H  -4.035  0.173  -2.919
H  -3.528  4.729  -0.591
H  -0.725  4.954  0.546
H  -2.067  4.511  1.618
H  -2.094  6.035  0.742
H  -0.846  4.070  -1.894
H  -1.504  5.710  -1.835
H  -2.373  4.446  -2.702
C  0.257  -5.744  -0.953
C  1.214  -4.568  -1.144
N  1.066  -3.560  -0.109
C  1.857  -3.270  0.913
S  1.601  -1.857  1.814
N  2.918  -4.042  1.261
C  3.031  -5.497  1.237
C  4.465  -5.916  0.943
H  0.361  -6.455  -1.774
H  -0.773  -5.386  -0.937
H  0.441  -6.267  -0.015
H  0.974  -4.077  -2.088
H  2.249  -4.905  -1.200
H  0.343  -2.866  -0.289
H  3.421  -3.620  2.026
H  2.359  -5.911  0.495
H  2.727  -5.891  2.213
H  4.768  -5.583  -0.049
H  4.555  -7.001  0.994
H  5.147  -5.479  1.674
O  -1.026  -1.694  -0.571
C  -1.923  -1.372  0.251
O  -1.728  -0.343  0.966
C  -3.192  -2.119  0.358
C  -3.512  -3.090  -0.590
C  -4.729  -3.734  -0.538
C  -5.629  -3.413  0.472
C  -5.319  -2.456  1.433
C  -4.101  -1.815  1.372
N  -6.907  -4.091  0.532
O  -7.143  -4.946  -0.301
O  -7.685  -3.773  1.412
H  -2.794  -3.303  -1.370
H  -5.011  -4.478  -1.269
H  -6.040  -2.237  2.207
H  -3.831  -1.073  2.112
C  9.869  3.174  -1.923
C  8.513  2.521  -1.959
O  7.551  2.972  -2.515
S  8.495  0.979  -1.043
C  6.772  0.541  -1.091
C  6.128  0.341  -2.305
C  4.762  0.121  -2.334
C  4.018  0.081  -1.152
C  4.706  0.190  0.069
C  6.065  0.436  0.101
C  2.594  0.012  -1.109
C  1.378  0.072  -0.960
H  10.114  3.564  -2.910
H  10.634  2.477  -1.588
H  9.824  4.015  -1.229
H  6.689  0.378  -3.227
H  4.258  0.003  -3.285
H  4.142  0.087  0.987
H  6.580  0.559  1.046

Computed properties:
2S+1 = 2
HOMO energy (alpha / beta) = -5.81 / -5.31 eV
LUMO level (alpha / beta) = -0.845 / -0.868 eV
total charge = 0


# 2
Computed, not measured: a 6-piece molecular cluster, C33H52N8O6 overall in a non-equilibrium geometry, with ωB97M-V/def2-TZVPD.

Atoms and positions in Å:
N  -1.309  -0.319  0.303
O  -2.084  -0.665  -0.660
O  -1.332  -0.963  1.361
O  -0.658  0.731  0.168
C  -4.318  -1.385  3.688
C  -3.375  -2.385  4.262
O  -3.476  -2.906  5.312
N  -2.130  -2.772  3.452
H  -1.816  -2.065  2.754
H  -1.343  -2.723  4.103
C  -2.206  -4.179  2.835
H  -3.855  -0.700  2.978
H  -4.610  -0.786  4.556
H  -5.252  -1.801  3.311
H  -1.917  -4.023  1.804
H  -3.187  -4.620  2.976
H  -1.487  -4.746  3.416
C  -4.045  4.112  -0.661
C  -3.007  3.223  -1.268
O  -1.920  3.507  -1.629
N  -3.444  1.769  -1.558
H  -2.785  1.122  -1.072
H  -4.377  1.511  -1.234
C  -3.485  1.592  -3.063
H  -4.994  3.623  -0.450
H  -4.259  4.911  -1.374
H  -3.632  4.500  0.270
H  -2.517  1.305  -3.448
H  -3.947  2.468  -3.511
H  -4.195  0.785  -3.248
C  -4.701  -3.051  -3.504
C  -3.296  -2.645  -3.230
O  -2.573  -2.059  -3.965
N  -2.601  -3.305  -2.036
H  -2.171  -2.556  -1.455
H  -3.319  -3.734  -1.447
C  -1.597  -4.360  -2.440
H  -5.228  -2.188  -3.914
H  -5.259  -3.443  -2.655
H  -4.719  -3.795  -4.307
H  -1.173  -4.788  -1.537
H  -0.917  -3.855  -3.114
H  -2.133  -5.164  -2.943
C  6.628  -1.840  3.506
N  5.509  -0.926  3.826
C  4.983  -0.970  5.055
C  3.869  -0.231  5.393
C  3.280  0.595  4.438
C  3.878  0.678  3.181
C  4.902  -0.196  2.873
C  2.005  1.301  4.780
C  0.945  1.517  3.874
C  -0.143  2.229  4.343
N  -0.260  2.592  5.633
C  0.763  2.427  6.473
C  1.958  1.908  6.035
C  -1.480  3.251  6.140
H  6.956  -1.688  2.485
H  6.310  -2.877  3.619
H  7.431  -1.695  4.226
H  5.449  -1.606  5.799
H  3.414  -0.422  6.356
H  3.347  1.115  2.347
H  5.378  -0.244  1.904
H  0.906  1.244  2.829
H  -1.025  2.363  3.733
H  0.622  2.751  7.497
H  2.816  1.840  6.690
H  -1.556  3.116  7.215
H  -2.348  2.916  5.583
H  -1.432  4.336  6.012
C  1.403  5.118  -1.788
N  1.375  3.825  -2.526
C  1.246  2.678  -1.825
C  1.416  1.458  -2.426
C  1.772  1.353  -3.792
C  1.964  2.575  -4.436
C  1.781  3.779  -3.801
C  1.992  0.102  -4.564
C  2.479  -1.053  -3.971
C  2.828  -2.136  -4.766
N  2.763  -2.080  -6.101
C  2.320  -0.953  -6.698
C  1.902  0.125  -5.965
C  2.950  -3.307  -6.925
H  1.752  5.893  -2.464
H  2.147  5.053  -0.997
H  0.416  5.305  -1.377
H  1.010  2.762  -0.775
H  1.075  0.582  -1.887
H  2.263  2.599  -5.476
H  1.940  4.727  -4.298
H  2.722  -1.123  -2.920
H  3.252  -3.043  -4.357
H  2.259  -0.983  -7.779
H  1.404  0.927  -6.493
H  3.957  -3.256  -7.343
H  2.167  -3.427  -7.663
H  2.990  -4.165  -6.258

Computed properties:
energy above the lowest of the compared OMol25 structures with the same formula, charge and spin = 0.000 eV
HOMO energy = -23.41 eV
LUMO level = -14.292 eV
total charge = +6


# 3
Computed, not measured: C33H53AsMoN2O4S6SeSi as an isolated structure, with ωB97M-V/def2-TZVPD.

Atoms and positions in Å:
Mo  0.336  -0.351  0.512
S  1.292  -1.627  2.203
C  0.077  -2.168  3.327
C  0.404  -3.088  4.326
C  -0.560  -3.479  5.232
C  -1.852  -2.959  5.145
C  -2.178  -2.053  4.157
C  -1.209  -1.643  3.236
S  -1.585  -0.464  2.013
H  1.408  -3.489  4.376
H  -0.312  -4.194  6.005
H  -2.607  -3.270  5.855
H  -3.180  -1.653  4.084
S  1.245  2.250  -2.563
As  0.296  0.450  -2.409
S  -1.367  0.378  -0.805
S  1.761  -1.019  -1.020
S  -0.286  -0.867  -3.880
C  -6.252  -2.317  -2.541
C  -5.104  -1.505  -1.949
C  -3.732  -1.894  -2.490
C  -3.348  -3.320  -2.129
N  -1.986  -3.636  -2.539
C  -0.887  -3.613  -1.751
Se  -0.854  -3.155  0.051
N  0.160  -4.052  -2.487
C  1.525  -4.273  -2.030
C  1.845  -5.760  -1.904
C  1.130  -6.436  -0.735
C  1.680  -6.022  0.626
C  -0.270  -4.325  -3.776
C  0.414  -4.742  -4.909
C  -0.329  -4.895  -6.067
C  -1.705  -4.640  -6.094
C  -2.383  -4.215  -4.965
C  -1.635  -4.064  -3.807
H  -7.216  -1.945  -2.194
H  -6.194  -3.371  -2.264
H  -6.247  -2.257  -3.632
H  -5.100  -1.606  -0.859
H  -5.268  -0.445  -2.157
H  -2.970  -1.237  -2.080
H  -3.704  -1.767  -3.577
H  -3.999  -4.053  -2.609
H  -3.401  -3.469  -1.050
H  1.614  -3.772  -1.068
H  2.190  -3.771  -2.735
H  2.927  -5.860  -1.781
H  1.589  -6.263  -2.839
H  1.220  -7.519  -0.849
H  0.060  -6.210  -0.781
H  2.750  -6.233  0.694
H  1.179  -6.565  1.428
H  1.524  -4.959  0.814
H  1.479  -4.926  -4.895
H  0.166  -5.212  -6.974
H  -2.247  -4.766  -7.021
H  -3.442  -3.998  -4.991
C  4.407  3.845  -0.640
C  4.114  2.918  0.529
C  5.068  3.181  1.688
C  4.164  1.463  0.086
O  2.775  3.244  0.954
Si  1.730  2.456  1.896
O  0.991  1.273  0.969
O  2.452  1.692  3.120
C  2.187  1.624  4.535
C  2.561  2.963  5.157
C  3.081  0.509  5.057
C  0.722  1.293  4.781
O  0.590  3.457  2.441
C  -0.292  4.380  1.763
C  -1.335  4.767  2.799
C  0.514  5.592  1.317
C  -0.946  3.684  0.578
H  5.409  3.660  -1.029
H  4.341  4.885  -0.321
H  3.684  3.676  -1.438
H  6.100  3.031  1.366
H  4.858  2.506  2.517
H  4.958  4.209  2.036
H  5.165  1.208  -0.265
H  3.455  1.300  -0.726
H  3.915  0.795  0.915
H  3.606  3.196  4.947
H  2.423  2.929  6.238
H  1.935  3.758  4.750
H  4.127  0.734  4.848
H  2.825  -0.434  4.571
H  2.955  0.393  6.134
H  0.075  2.088  4.410
H  0.544  1.168  5.850
H  0.456  0.363  4.278
H  -0.858  5.236  3.660
H  -1.874  3.881  3.139
H  -2.052  5.469  2.372
H  1.019  6.040  2.174
H  -0.146  6.338  0.872
H  1.265  5.303  0.583
H  -1.492  2.801  0.914
H  -0.204  3.371  -0.160
H  -1.647  4.358  0.083

Computed properties:
energy above the lowest of the compared OMol25 structures with the same formula, charge and spin = 0.405 eV
HOMO energy = -7.55 eV
LUMO level = -2.378 eV
total charge = 0


# 4
Computed, not measured: C33H53N2O2P2PtS as an isolated structure in a non-equilibrium geometry, with ωB97M-V/def2-TZVPD.

Atoms and positions in Å:
C  1.939  -0.206  1.791
C  1.252  1.919  0.847
C  2.972  0.403  2.500
C  2.326  2.529  1.580
C  3.160  1.808  2.403
H  3.595  -0.202  3.159
H  2.438  3.605  1.428
H  4.058  2.254  2.831
N  1.058  0.522  1.108
P  1.048  -2.250  0.145
P  -1.415  1.717  -0.016
C  2.006  -1.737  1.635
H  3.078  -2.027  1.558
H  1.632  -2.190  2.576
C  -1.904  -1.359  -0.448
O  -2.702  -2.043  -0.922
C  0.149  2.563  0.336
H  0.290  3.560  -0.161
C  -2.312  2.394  -1.527
C  -2.043  2.516  1.604
C  2.435  -2.458  -1.110
C  0.436  -3.987  0.663
C  -2.466  1.303  -2.596
H  -3.070  0.463  -2.233
H  -2.996  1.723  -3.462
H  -1.522  0.912  -2.956
C  -3.742  2.814  -1.165
H  -4.303  1.976  -0.731
H  -3.777  3.670  -0.489
H  -4.276  3.115  -2.076
C  -1.505  3.572  -2.087
H  -2.029  4.006  -2.954
H  -1.383  4.374  -1.347
H  -0.510  3.231  -2.402
C  -3.471  2.102  1.908
H  -3.612  1.029  1.796
H  -3.725  2.329  2.947
H  -4.221  2.598  1.308
C  -1.203  2.022  2.785
H  -1.185  0.934  2.839
H  -0.175  2.366  2.772
H  -1.616  2.369  3.738
C  -1.867  4.031  1.432
H  -1.348  4.331  0.523
H  -2.816  4.567  1.416
H  -1.268  4.447  2.249
C  -0.128  -4.726  -0.579
H  -0.699  -5.610  -0.226
H  -0.826  -4.075  -1.134
H  0.668  -5.088  -1.263
C  -0.698  -3.840  1.706
H  -0.328  -3.303  2.602
H  -1.569  -3.315  1.282
H  -0.992  -4.872  1.997
C  1.487  -4.850  1.407
H  0.952  -5.659  1.931
H  2.235  -5.345  0.769
H  2.009  -4.279  2.187
C  3.334  -1.181  -1.231
H  4.261  -1.470  -1.787
H  2.790  -0.436  -1.818
H  3.608  -0.807  -0.215
C  1.836  -2.715  -2.521
H  1.182  -1.858  -2.755
H  2.665  -2.707  -3.262
H  1.286  -3.671  -2.624
C  3.448  -3.556  -0.713
H  3.768  -3.518  0.334
H  3.162  -4.594  -0.916
H  4.393  -3.423  -1.269
Pt  -0.481  -0.367  0.151
N  0.604  0.244  -1.966
C  1.077  1.161  -2.539
C  1.782  2.201  -3.212
C  2.114  1.827  -4.533
C  2.331  3.403  -2.622
C  2.958  2.643  -5.287
H  1.683  0.892  -4.926
C  3.235  4.172  -3.397
H  2.048  3.672  -1.599
C  3.553  3.810  -4.731
H  3.195  2.393  -6.325
H  3.695  5.060  -2.952
H  4.241  4.443  -5.334
C  -4.217  -2.728  2.273
S  -3.483  -1.316  3.092
C  -3.139  -1.967  4.744
O  -2.123  -1.080  2.477
H  -5.295  -2.651  2.486
H  -3.781  -3.650  2.679
H  -4.008  -2.613  1.201
H  -2.734  -2.984  4.671
H  -2.422  -1.309  5.252
H  -4.087  -1.969  5.301

Computed properties:
2S+1 = 5
HOMO energy (alpha / beta) = -13.50 / -16.62 eV
LUMO level (alpha / beta) = -9.059 / -11.725 eV
total charge = +3


# 5
Computed, not measured: C33H53N4O2P2Pb as an isolated structure in a non-equilibrium geometry, with ωB97M-V/def2-TZVPD.

Atoms and positions in Å:
C  1.051  -0.619  -2.846
C  -1.045  -1.598  -2.416
C  1.073  -1.116  -4.150
C  -1.129  -1.988  -3.781
C  -0.062  -1.777  -4.633
H  1.953  -0.931  -4.765
H  -2.035  -2.511  -4.083
H  -0.105  -2.123  -5.665
N  0.045  -0.862  -1.994
P  1.647  1.645  -1.303
P  -1.816  -2.041  0.249
C  2.220  0.242  -2.344
H  2.906  -0.390  -1.759
H  2.797  0.625  -3.194
C  0.211  1.223  3.074
O  0.210  1.396  4.202
C  -2.053  -1.995  -1.492
H  -2.986  -2.369  -1.926
C  -1.064  -3.726  0.704
C  -3.499  -1.755  1.064
C  3.108  2.303  -0.296
C  1.028  2.877  -2.609
C  -0.345  -3.561  2.058
H  -1.038  -3.282  2.861
H  0.114  -4.521  2.335
H  0.448  -2.805  2.000
C  -2.144  -4.814  0.780
H  -2.854  -4.665  1.603
H  -2.690  -4.904  -0.169
H  -1.646  -5.779  0.962
C  -0.062  -4.148  -0.383
H  0.459  -5.059  -0.049
H  -0.578  -4.385  -1.322
H  0.691  -3.377  -0.575
C  -3.345  -1.984  2.580
H  -2.516  -1.399  3.003
H  -4.268  -1.663  3.081
H  -3.194  -3.041  2.830
C  -3.915  -0.298  0.804
H  -3.226  0.422  1.263
H  -3.978  -0.076  -0.269
H  -4.909  -0.130  1.245
C  -4.578  -2.662  0.464
H  -4.375  -3.729  0.596
H  -5.522  -2.447  0.984
H  -4.730  -2.462  -0.603
C  0.671  4.191  -1.892
H  0.130  4.837  -2.599
H  0.013  4.024  -1.026
H  1.561  4.748  -1.569
C  -0.239  2.281  -3.247
H  -0.011  1.415  -3.881
H  -0.976  1.981  -2.491
H  -0.704  3.047  -3.886
C  2.055  3.130  -3.724
H  1.623  3.874  -4.409
H  3.001  3.544  -3.361
H  2.269  2.230  -4.315
C  3.864  1.135  0.358
H  4.283  0.445  -0.386
H  4.707  1.546  0.934
H  3.237  0.559  1.048
C  2.523  3.215  0.803
H  1.852  2.669  1.483
H  3.353  3.621  1.398
H  1.969  4.063  0.381
C  4.083  3.087  -1.179
H  4.456  2.486  -2.020
H  3.653  4.025  -1.552
H  4.953  3.363  -0.562
Pb  -0.023  0.137  0.370
N  1.958  -1.520  0.506
C  2.830  -2.314  0.506
C  3.898  -3.243  0.585
C  4.875  -3.107  1.592
C  3.986  -4.309  -0.334
C  5.914  -4.031  1.687
H  4.806  -2.272  2.292
C  5.025  -5.234  -0.228
H  3.238  -4.394  -1.126
C  5.987  -5.097  0.781
H  6.669  -3.917  2.471
H  5.084  -6.061  -0.941
H  6.800  -5.822  0.857
C  -4.202  3.026  -1.668
N  -3.412  3.575  -0.576
C  -2.361  2.954  -0.012
N  -1.774  3.636  1.040
O  -1.894  1.855  -0.428
H  -3.774  2.074  -1.996
H  -4.207  3.723  -2.514
H  -5.237  2.856  -1.348
H  -3.657  4.488  -0.208
H  -1.210  3.086  1.684
H  -2.322  4.385  1.450

Computed properties:
HOMO energy (alpha / beta) = -16.27 / -16.34 eV
LUMO level (alpha / beta) = -11.105 / -10.028 eV
total charge = +3


Q: Look up the total charge of the third one.
A: 0